#one
Entry from the Open Molecules 2025 dataset: the molecule C22H31N3O4S (ωB97M-V/def2-TZVPD).

Properties
Net charge: 0
LUMO, Eh: 0.022
Gap between HOMO and LUMO, eV: 8.9
HOMO, eV: -8.3

XYZ file:
```
61
Properties=species:S:1:pos:R:3:mulliken_charge:R:1
C 4.51 3.88 2.08 -0.68
O 4.17 2.63 1.51 -0.30
C 3.70 2.67 0.26 0.47
O 3.55 3.70 -0.36 -0.61
C 3.40 1.33 -0.24 -0.08
C 3.54 0.11 0.42 -0.84
C 3.11 -0.87 -0.47 0.32
S 3.02 -2.61 -0.17 1.39
O 4.30 -3.08 0.26 -0.75
O 2.39 -3.23 -1.30 -0.67
N 2.02 -2.68 1.18 -0.21
C 0.61 -2.93 0.92 -1.75
C -0.01 -1.71 0.23 1.34
C -1.47 -1.97 -0.16 -1.05
C -2.04 -0.73 -0.85 -1.08
N -1.94 0.49 -0.06 0.22
C -2.91 0.57 1.02 -0.86
C -4.32 0.62 0.48 0.50
C -5.19 -0.43 0.74 -0.58
C -6.49 -0.44 0.25 0.74
C -7.41 -1.58 0.56 -1.43
C -6.91 0.64 -0.51 -0.83
C -6.05 1.69 -0.78 -0.86
C -4.75 1.70 -0.30 0.92
C -3.84 2.85 -0.59 -1.49
C -0.57 0.72 0.36 -1.35
C 0.05 -0.46 1.11 -0.72
C 2.72 -0.24 -1.63 -0.33
N 2.89 1.09 -1.49 0.15
C 2.59 2.08 -2.48 -0.90
H 5.28 4.38 1.49 0.30
H 3.63 4.53 2.12 0.30
H 4.86 3.67 3.09 0.23
H 3.92 -0.04 1.40 0.55
H 2.43 -3.31 1.85 0.36
H 0.48 -3.81 0.28 0.36
H 0.12 -3.11 1.88 0.50
H 0.56 -1.54 -0.68 -0.24
H -1.53 -2.82 -0.84 0.49
H -2.05 -2.21 0.73 0.27
H -3.09 -0.88 -1.10 0.53
H -1.49 -0.55 -1.78 0.43
H -2.71 1.50 1.57 0.55
H -2.83 -0.26 1.74 0.39
H -4.85 -1.26 1.34 0.35
H -8.37 -1.46 0.07 0.36
H -7.57 -1.66 1.64 0.33
H -6.97 -2.52 0.23 0.32
H -7.92 0.66 -0.91 0.34
H -6.40 2.52 -1.38 0.36
H -4.28 3.51 -1.33 0.39
H -3.65 3.42 0.32 0.30
H -2.88 2.48 -0.96 0.25
H -0.54 1.62 0.97 0.47
H 0.02 0.91 -0.55 0.47
H -0.50 -0.64 2.04 0.46
H 1.09 -0.24 1.37 0.48
H 2.33 -0.68 -2.53 0.50
H 3.49 2.65 -2.73 0.32
H 2.21 1.59 -3.37 0.32
H 1.85 2.78 -2.10 0.31
```



#two
Entry from the Open Molecules 2025 dataset: the molecule C22H31N3O4S (ωB97M-V/def2-TZVPD).

Properties
Net charge: 0
LUMO, Eh: -0.006
Gap between HOMO and LUMO, eV: 8.6
HOMO, eV: -8.8

XYZ file:
```
61
Properties=species:S:1:pos:R:3:mulliken_charge:R:1
C -7.87 -2.45 -0.64 -1.15
C -6.58 -3.18 -0.97 -0.48
C -5.36 -2.25 -1.02 -0.41
C -5.02 -1.65 0.35 -1.00
N -3.79 -0.90 0.29 -0.04
C -3.74 0.43 0.46 0.54
O -4.71 1.12 0.76 -0.77
C -2.39 1.04 0.28 -0.73
C -2.30 2.38 0.51 -0.06
N -1.18 3.12 0.42 0.16
C -1.27 4.55 0.67 -1.00
C -1.45 5.33 -0.63 -1.04
C -0.01 2.52 0.00 0.81
C 1.18 3.24 -0.16 -0.77
C 2.33 2.61 -0.57 -1.07
C 2.32 1.25 -0.86 -0.27
S 3.84 0.45 -1.40 1.36
O 4.87 1.45 -1.37 -0.72
O 3.59 -0.25 -2.62 -0.73
N 4.18 -0.66 -0.23 0.40
C 4.45 -0.13 1.09 -0.76
C 5.87 -0.45 1.58 -0.80
C 6.41 -1.79 1.08 -0.69
C 5.41 -2.95 1.17 -0.71
C 4.57 -3.10 -0.09 -0.94
C 3.56 -1.96 -0.30 -0.80
C 1.17 0.53 -0.72 -0.21
C -0.01 1.14 -0.28 -0.24
C -1.21 0.30 -0.12 1.47
O -1.17 -0.91 -0.32 -0.92
H -8.04 -1.63 -1.34 0.30
H -7.85 -2.03 0.36 0.31
H -8.72 -3.13 -0.70 0.36
H -6.68 -3.66 -1.94 0.32
H -6.40 -3.96 -0.23 0.30
H -4.50 -2.81 -1.38 0.33
H -5.55 -1.44 -1.72 0.25
H -5.80 -0.96 0.68 0.45
H -4.91 -2.46 1.08 0.27
H -2.93 -1.37 0.01 0.28
H -3.21 2.89 0.81 0.49
H -2.13 4.71 1.32 0.44
H -0.38 4.88 1.20 0.40
H -2.37 5.01 -1.13 0.33
H -0.62 5.16 -1.31 0.35
H -1.53 6.39 -0.41 0.38
H 1.22 4.30 0.04 0.26
H 3.26 3.15 -0.70 0.56
H 4.32 0.95 1.04 0.47
H 3.71 -0.53 1.79 0.38
H 6.55 0.33 1.23 0.34
H 5.86 -0.44 2.67 0.37
H 6.71 -1.68 0.03 0.30
H 7.30 -2.03 1.65 0.37
H 5.97 -3.88 1.31 0.36
H 4.77 -2.82 2.05 0.33
H 5.23 -3.14 -0.95 0.33
H 4.00 -4.04 -0.05 0.40
H 2.76 -2.04 0.45 0.36
H 3.13 -2.05 -1.29 0.54
H 1.13 -0.53 -0.95 0.65
```



Energy ordering: #two at the bottom, the next structure 22.5 kcal/mol above.



#one
Entry from the Open Molecules 2025 dataset: a cluster of 2 separate species, C5H13NO2 in total (ωB97M-V/def2-TZVPD).

Properties
Net charge: +1
LUMO (alpha / beta), Eh: -0.118 / -0.320
Gap between HOMO and LUMO (alpha / beta), eV: 10.6 / 5.1
<S²>: 0.757
HOMO (alpha / beta), eV: -13.8 / -13.8
Spin multiplicity: 2

XYZ file:
```
21
Properties=species:S:1:pos:R:3:lowdin_spin:R:1
C 0.44 -0.99 0.92 0.14
O 0.36 -1.88 -0.18 0.07
C -0.54 0.21 0.45 0.13
C -0.20 1.55 1.22 0.06
C 1.26 1.76 1.32 0.02
C 1.97 2.43 0.42 0.07
N -1.87 -0.22 0.63 0.44
H 1.49 -0.71 1.01 0.03
H 0.01 -1.51 1.77 0.00
H 0.31 -2.83 0.07 0.00
H -0.31 0.31 -0.61 0.00
H -0.80 2.31 0.72 0.01
H -0.69 1.51 2.19 0.00
H 1.78 1.33 2.16 0.00
H 3.04 2.59 0.39 0.00
H 1.50 2.97 -0.40 0.00
H -2.14 -0.94 -0.03 0.02
H -2.01 -0.54 1.59 0.01
H -1.99 -2.48 -4.44 0.00
H -0.48 -2.34 -4.28 0.00
O -1.14 -2.54 -4.92 0.00
```



#two
Entry from the Open Molecules 2025 dataset: a cluster of 2 separate species, C5H13NO2 in total (ωB97M-V/def2-TZVPD).

Properties
Net charge: +1
LUMO (alpha / beta), Eh: -0.136 / -0.325
Gap between HOMO and LUMO (alpha / beta), eV: 9.2 / 4.0
<S²>: 0.755
HOMO (alpha / beta), eV: -12.9 / -12.9
Spin multiplicity: 2

XYZ file:
```
21
Properties=species:S:1:pos:R:3:lowdin_spin:R:1
C 0.07 0.42 -2.78 0.00
C -1.01 0.70 -1.75 0.00
C 0.35 -1.06 -2.85 0.00
O -0.53 -1.83 -3.12 0.00
O 1.60 -1.55 -2.65 0.00
H -0.28 0.74 -3.76 0.00
H 0.96 1.02 -2.58 0.00
H -1.79 -0.05 -1.82 0.00
H -1.38 1.72 -1.77 0.00
H -0.58 0.71 -0.73 0.00
C -0.29 -0.41 2.76 0.15
C -0.31 1.08 2.43 0.01
N 0.96 -1.02 2.77 0.68
H -0.83 -0.58 3.71 0.07
H -0.96 -0.92 2.05 0.05
H 0.27 1.29 1.53 0.00
H -0.06 1.73 3.26 0.00
H 1.12 -1.97 3.09 0.01
H 2.28 -0.91 -2.86 0.00
H 1.74 -0.39 2.98 0.02
H -1.32 1.28 2.12 0.00
```



#three
Entry from the Open Molecules 2025 dataset: a cluster of 2 separate species, C5H13NO2 in total (ωB97M-V/def2-TZVPD).

Properties
Net charge: +1
LUMO (alpha / beta), Eh: -0.108 / -0.317
Gap between HOMO and LUMO (alpha / beta), eV: 11.3 / 5.1
<S²>: 0.759
HOMO (alpha / beta), eV: -14.2 / -13.7
Spin multiplicity: 2

XYZ file:
```
21
Properties=species:S:1:pos:R:3:lowdin_spin:R:1
C 1.63 -0.13 1.27 0.11
O 2.39 1.05 1.08 0.04
C 0.49 0.07 0.18 0.10
C -0.59 -0.94 0.52 0.04
C -1.84 -0.16 0.20 0.04
C -2.42 0.84 0.91 0.12
N 1.25 -0.04 -1.13 0.48
H 1.15 -0.21 2.31 0.01
H 2.31 -0.90 1.14 0.00
H 2.79 1.36 1.90 0.00
H 0.15 1.15 0.29 0.00
H -0.61 -1.79 -0.14 0.00
H -0.53 -1.14 1.54 0.00
H -2.34 -0.43 -0.69 0.00
H -3.25 1.51 0.61 0.01
H -1.83 1.10 1.84 0.00
H 1.72 0.86 -1.47 0.01
H 1.92 -0.74 -1.24 0.02
H -0.72 -0.42 -1.99 0.00
H -1.83 -0.15 -2.94 0.00
O -1.30 -0.80 -2.53 0.02
```



Energy ordering: #two at the bottom, the next structure 28.0 kcal/mol above.



#one
Entry from the Open Molecules 2025 dataset: a cluster of 2 separate species, C5H13NO2 in total (ωB97M-V/def2-TZVPD).

Properties
Net charge: +1
LUMO (alpha / beta), Eh: -0.139 / -0.324
Gap between HOMO and LUMO (alpha / beta), eV: 9.7 / 4.7
<S²>: 0.755
HOMO (alpha / beta), eV: -13.5 / -13.5
Spin multiplicity: 2

XYZ file:
```
21
Properties=species:S:1:pos:R:3:lowdin_spin:R:1
C 1.26 -0.01 0.59 0.08
N 0.25 0.16 -0.40 0.65
C 0.95 0.61 -1.67 0.05
C 0.51 -2.16 -1.57 0.06
C -0.40 -1.17 -0.77 0.05
C -1.13 -1.86 0.41 0.00
O -2.25 -2.32 0.31 0.01
H 2.06 0.81 0.31 0.00
H 0.92 0.12 1.60 0.02
H 1.86 -0.95 0.63 0.04
H 1.73 -0.11 -2.07 0.02
H 1.16 1.65 -1.49 0.00
H 0.16 0.90 -2.40 0.00
H 1.27 -1.84 -2.44 0.00
H -0.15 -2.86 -2.10 0.00
H 1.21 -2.66 -0.85 0.01
H -1.23 -0.94 -1.52 0.01
H -0.46 -2.10 1.33 0.00
H -2.09 5.49 4.32 0.00
H -2.79 4.25 3.66 0.00
O -2.85 5.00 4.14 0.00
```



#two
Entry from the Open Molecules 2025 dataset: a cluster of 2 separate species, C5H13NO2 in total (ωB97M-V/def2-TZVPD).

Properties
Net charge: +1
LUMO (alpha / beta), Eh: -0.153 / -0.310
Gap between HOMO and LUMO (alpha / beta), eV: 10.5 / 6.0
<S²>: 0.757
HOMO (alpha / beta), eV: -14.7 / -14.4
Spin multiplicity: 2

XYZ file:
```
21
Properties=species:S:1:pos:R:3:lowdin_spin:R:1
O -0.84 -1.06 -1.96 0.10
C -0.26 -0.10 -1.71 0.07
C 0.17 0.16 -0.14 0.11
C -0.78 -0.24 0.95 0.03
C -2.03 0.56 0.68 0.00
C -1.06 -1.72 0.72 0.02
N 0.60 1.60 0.16 0.58
H 0.12 0.77 -2.22 0.02
H 1.30 -0.28 0.02 0.03
H -0.47 -0.19 2.08 0.00
H -2.64 0.12 -0.18 0.00
H -2.72 0.31 1.51 0.00
H -1.83 1.67 0.60 0.00
H -1.00 -1.99 -0.45 0.00
H -2.02 -2.20 1.15 0.01
H -0.25 -2.30 1.12 0.00
H 0.18 2.15 0.98 0.01
H 1.61 1.62 0.27 0.02
H 3.11 0.01 -0.02 0.00
H 3.44 0.27 1.48 0.00
O 3.43 0.67 0.65 0.00
```



Energy ordering: #two at the bottom, the next structure 10.3 kcal/mol above.



#one
Entry from the Open Molecules 2025 dataset: a structure of composition CH7N3O (ωB97M-V/def2-TZVPD).

Properties
Net charge: 0
LUMO, Eh: 0.034
Gap between HOMO and LUMO, eV: 10.0
HOMO, eV: -9.0

XYZ file:
```
12
Properties=species:S:1:pos:R:3:mulliken_charge:R:1
N 2.04 0.00 -0.45 -0.44
O 0.76 0.64 -0.52 -0.26
H 0.01 0.33 -1.50 0.27
H 2.46 0.36 0.41 0.26
H 1.81 -0.98 -0.27 0.31
N -1.49 0.67 0.61 -0.44
C -0.53 -0.19 0.14 0.24
N -0.15 -1.31 0.57 -0.66
H -1.31 1.05 1.52 0.23
H -1.83 1.36 -0.05 0.30
H -0.87 -1.84 1.05 0.23
H -0.92 -0.08 -1.51 -0.05
```



#two
Entry from the Open Molecules 2025 dataset: the molecule CH7N3O (ωB97M-V/def2-TZVPD).

Properties
Net charge: 0
LUMO, Eh: 0.037
Gap between HOMO and LUMO, eV: 10.4
HOMO, eV: -9.4

XYZ file:
```
12
Properties=species:S:1:pos:R:3:mulliken_charge:R:1
N -1.36 -0.76 -0.07 -0.58
N -0.43 0.24 -0.44 0.08
N 0.54 -0.28 -1.33 -0.61
C 0.25 0.90 0.67 -0.30
O 1.26 0.14 1.27 -0.53
H -2.25 -0.32 0.16 0.26
H -1.04 -1.30 0.74 0.25
H 0.80 -1.24 -1.07 0.25
H 0.12 -0.32 -2.25 0.25
H 0.65 1.84 0.27 0.28
H -0.49 1.12 1.44 0.31
H 1.94 -0.01 0.60 0.34
```



#three
Entry from the Open Molecules 2025 dataset: a cluster of 2 separate species, CH7N3O in total (ωB97M-V/def2-TZVPD).

Properties
Net charge: 0
LUMO, Eh: 0.037
Gap between HOMO and LUMO, eV: 9.0
HOMO, eV: -8.0

XYZ file:
```
12
Properties=species:S:1:pos:R:3:mulliken_charge:R:1
C -0.90 -1.25 0.92 -0.26
N -1.84 -0.66 0.25 -0.33
O -1.87 0.69 0.62 -0.37
H -0.71 -2.32 0.76 0.28
H -0.27 -0.73 1.65 0.31
H -2.63 1.02 0.10 0.37
N 1.36 -0.11 -1.03 -0.40
N 1.51 1.18 -0.40 -0.52
H 0.46 -0.18 -1.52 0.20
H 2.06 -0.24 -1.77 0.24
H 0.64 1.46 0.07 0.26
H 2.20 1.13 0.35 0.23
```



Energy ordering: #two at the bottom, the next structure 33.6 kcal/mol above.